{
  "formula": "C51H141N7O23",
  "method": "ωB97M-V/def2-TZVPD",
  "species": ["C", "O", "H", "H", "H", "H", "C", "O", "H", "H", "H", "H", "C", "O", "H", "H", "H", "H", "C", "O", "H", "H", "H", "H", "C", "O", "H", "H", "H", "H", "C", "O", "H", "H", "H", "H", "C", "O", "H", "H", "H", "H", "C", "O", "H", "H", "H", "H", "C", "O", "H", "H", "H", "H", "C", "O", "C", "C", "N", "C", "C", "O", "C", "H", "H", "H", "H", "H", "H", "H", "H", "H", "H", "H", "H", "H", "H", "H", "C", "O", "C", "C", "N", "C", "C", "O", "C", "H", "H", "H", "H", "H", "H", "H", "H", "H", "H", "H", "H", "H", "H", "H", "C", "O", "C", "C", "N", "C", "C", "O", "C", "H", "H", "H", "H", "H", "H", "H", "H", "H", "H", "H", "H", "H", "H", "H", "C", "O", "C", "C", "N", "C", "C", "O", "C", "H", "H", "H", "H", "H", "H", "H", "H", "H", "H", "H", "H", "H", "H", "H", "C", "O", "C", "C", "N", "C", "C", "O", "C", "H", "H", "H", "H", "H", "H", "H", "H", "H", "H", "H", "H", "H", "H", "H", "C", "O", "C", "C", "N", "C", "C", "O", "C", "H", "H", "H", "H", "H", "H", "H", "H", "H", "H", "H", "H", "H", "H", "H", "C", "O", "C", "C", "N", "C", "C", "O", "C", "H", "H", "H", "H", "H", "H", "H", "H", "H", "H", "H", "H", "H", "H", "H"],
  "coordinates": [[-3.45487, 6.00889, 1.45302], [-3.60371, 7.28546, 0.81018], [-3.01103, 5.29400, 0.76558], [-2.90771, 6.03801, 2.40110], [-4.48900, 5.68265, 1.63748], [-3.03695, 7.92413, 1.21298], [4.64758, 3.13746, -0.94033], [3.30326, 3.43750, -0.42820], [5.24725, 4.09125, -0.93025], [5.10081, 2.32620, -0.43941], [4.51499, 2.88273, -1.99405], [3.30144, 2.99728, 0.47639], [-3.38753, 2.61549, 2.61793], [-2.16463, 1.96636, 2.64940], [-3.66600, 2.95597, 3.63605], [-3.27015, 3.60867, 2.02186], [-4.12335, 1.89239, 2.25364], [-1.45130, 2.62850, 2.77289], [-1.23055, -1.93033, -3.93448], [-0.28706, -2.79455, -3.28311], [-1.87238, -1.48907, -3.21302], [-0.77879, -1.15393, -4.52463], [-1.78429, -2.62542, -4.54648], [0.52095, -2.27979, -3.11984], [-1.57206, -0.75409, 6.79270], [-2.62745, -0.39373, 7.68457], [-1.64102, -0.15130, 5.88383], [-0.64978, -0.62522, 7.31144], [-1.61405, -1.73113, 6.32543], [-3.48654, -0.62170, 7.34376], [-4.34280, 5.01263, -2.31072], [-4.21870, 4.07634, -1.29567], [-3.99326, 4.53744, -3.21258], [-5.36982, 5.30591, -2.41187], [-3.73358, 5.84395, -2.14493], [-4.88929, 4.24554, -0.64438], [4.37376, 1.99549, 2.89694], [3.34155, 1.99147, 1.92637], [4.13228, 1.35190, 3.71548], [5.29093, 1.61842, 2.47675], [4.63377, 3.00147, 3.22340], [2.74134, 1.24496, 2.02759], [0.53550, 4.79972, 2.68824], [-0.48033, 4.03240, 3.35494], [0.49856, 5.84484, 2.95377], [1.56206, 4.43550, 3.01224], [0.43804, 4.58277, 1.66026], [-0.71344, 4.46878, 4.15136], [-0.73136, 3.96942, 6.87292], [-1.23553, 5.22280, 6.33810], [-1.52021, 3.21464, 6.89703], [0.07887, 3.56012, 6.27822], [-0.46296, 4.10783, 7.86576], [-2.11970, 5.25744, 6.71475], [-5.99099, -1.13238, 3.16329], [-4.86059, -1.88881, 3.45055], [-3.66999, -1.17593, 3.34412], [-2.49763, -2.06413, 3.68739], [-2.38263, -3.13484, 2.71649], [-1.27903, -4.11473, 2.91033], [-1.38696, -5.17118, 1.88237], [-2.62120, -5.83140, 2.07506], [-2.94580, -6.61785, 0.98695], [-6.84102, -1.88213, 3.23033], [-5.89833, -0.64299, 2.17670], [-6.13186, -0.31672, 3.94715], [-3.64090, -0.24386, 3.97829], [-3.61750, -0.83269, 2.34700], [-2.71967, -2.45260, 4.70918], [-1.64255, -1.47016, 3.80179], [-3.20629, -3.67176, 2.58428], [-1.10293, -4.60133, 3.92293], [-0.37642, -3.59906, 2.62294], [-0.61429, -5.89696, 2.03451], [-1.45615, -4.76206, 0.86686], [-2.82761, -6.06716, 0.07108], [-3.93525, -7.03171, 1.08712], [-2.28679, -7.50141, 0.95727], [5.61338, -2.19191, 0.43243], [5.20139, -1.99639, -0.86450], [4.24696, -0.88496, -1.06146], [3.33043, -1.21026, -2.22431], [2.13941, -2.05709, -1.93188], [2.42462, -3.51558, -1.65280], [1.39245, -4.20385, -0.83240], [1.47056, -3.87704, 0.52533], [2.18022, -4.64400, 1.45852], [6.01595, -1.29266, 0.83029], [6.47063, -2.90501, 0.42437], [4.82238, -2.61234, 1.05487], [4.81993, 0.06421, -1.19928], [3.55926, -0.70439, -0.23514], [3.93096, -1.78907, -2.91037], [3.05804, -0.36814, -2.82589], [1.55531, -1.63314, -1.21937], [3.45666, -3.57628, -1.29011], [2.50861, -4.02254, -2.62320], [1.55067, -5.29628, -0.96993], [0.36110, -4.00686, -1.18042], [2.62387, -4.01633, 2.20481], [2.93665, -5.21601, 0.99334], [1.49160, -5.27544, 2.03358], [-4.10136, -0.62558, -5.90946], [-3.49125, 0.59970, -6.28337], [-2.94181, 1.24105, -5.13919], [-1.94225, 2.24794, -5.54897], [-1.70075, 3.23220, -4.53360], [-1.08860, 4.44032, -5.18564], [-0.51551, 5.37657, -4.17179], [0.65794, 4.78266, -3.64705], [1.11295, 5.61347, -2.55373], [-4.36794, -1.16393, -6.80393], [-4.90792, -0.45767, -5.20619], [-3.34878, -1.30701, -5.36695], [-2.65091, 0.51539, -4.32046], [-3.86295, 1.79193, -4.68250], [-2.42668, 2.75351, -6.36596], [-1.08039, 1.74150, -5.91771], [-1.06756, 2.89071, -3.80483], [-1.89852, 4.99287, -5.73828], [-0.31405, 4.14361, -5.89431], [-1.24142, 5.51773, -3.35752], [-0.34326, 6.37713, -4.59728], [1.88684, 5.04455, -1.99835], [0.29121, 5.96710, -1.89948], [1.60272, 6.54761, -2.97438], [0.78672, 0.74934, 3.87021], [1.31940, 0.21798, 2.63923], [0.71773, -0.97350, 2.27131], [-0.58055, -0.73977, 1.39076], [-0.16428, -0.46551, 0.03455], [0.64374, 0.72455, -0.08150], [0.61297, 1.21491, -1.54277], [-0.69416, 1.54240, -2.03634], [-1.26093, 2.65552, -1.39325], [1.32542, 1.66954, 3.98013], [0.94815, 0.02998, 4.67753], [-0.31200, 1.00267, 3.79297], [0.53573, -1.54507, 3.23073], [1.44738, -1.53287, 1.72356], [-1.24617, -0.01321, 1.88422], [-1.14763, -1.65466, 1.40765], [-0.96721, -0.28732, -0.54208], [1.73580, 0.52885, 0.12231], [0.42850, 1.55802, 0.55461], [1.00004, 0.49629, -2.27205], [1.16851, 2.13920, -1.65725], [-0.59262, 3.49973, -1.59625], [-1.46863, 2.51438, -0.34228], [-2.18505, 2.84238, -1.98271], [2.18581, -1.58530, -5.83932], [2.81230, -0.33018, -6.10627], [2.05422, 0.73908, -5.48223], [2.78688, 2.04517, -5.44707], [3.09185, 2.71161, -6.71946], [4.31712, 2.33331, -7.35428], [5.58950, 2.31245, -6.55040], [5.60171, 3.44421, -5.77261], [6.81336, 3.76649, -5.16594], [1.11677, -1.52861, -5.66725], [2.67797, -1.97727, -4.92210], [2.20195, -2.25605, -6.69221], [1.79425, 0.53116, -4.43587], [1.13034, 0.87990, -6.09573], [3.75342, 1.95861, -4.92241], [2.17159, 2.69768, -4.71950], [2.93771, 3.71163, -6.50575], [4.55946, 3.01535, -8.12766], [4.22990, 1.30465, -7.76588], [6.41586, 2.21677, -7.26593], [5.62115, 1.41597, -5.87756], [6.93370, 3.23023, -4.17068], [6.80187, 4.83983, -4.88878], [7.66268, 3.59005, -5.83006], [3.35615, 1.70130, 7.45465], [2.86600, 0.64125, 6.71313], [3.76890, -0.42671, 6.67600], [3.05183, -1.50649, 5.84781], [1.89209, -1.95432, 6.62480], [1.03907, -2.94574, 5.93942], [1.73757, -4.26775, 5.78023], [2.55483, -4.15405, 4.61500], [3.62758, -5.07182, 4.61706], [3.28234, 1.54056, 8.55386], [2.63171, 2.49986, 7.27084], [4.39048, 2.10873, 7.19559], [3.92532, -0.92329, 7.64609], [4.69881, -0.16172, 6.15471], [3.70630, -2.37278, 5.65149], [2.74923, -1.15601, 4.84115], [1.28703, -1.16817, 6.79461], [0.68956, -2.67275, 4.95847], [0.13022, -3.07473, 6.57803], [0.90435, -4.98440, 5.79015], [2.35533, -4.45080, 6.68465], [3.35593, -6.15490, 4.39681], [4.24698, -5.00170, 5.47396], [4.25976, -4.72734, 3.75732], [-4.87117, -5.75150, -5.33899], [-3.71223, -4.95171, -5.24033], [-3.15921, -4.95738, -3.93089], [-3.85658, -4.03387, -2.96806], [-2.96470, -3.91382, -1.78764], [-3.53654, -3.37614, -0.53817], [-4.17324, -1.99047, -0.67668], [-3.15582, -1.08132, -1.16820], [-3.80885, 0.05089, -1.54761], [-4.76193, -6.72127, -4.97654], [-5.07312, -5.89093, -6.40507], [-5.76366, -5.32645, -4.82555], [-2.11954, -4.64559, -4.05392], [-3.16997, -6.00201, -3.53183], [-4.72108, -4.58115, -2.57536], [-4.13879, -3.00694, -3.38520], [-2.13953, -3.30804, -2.00012], [-2.69601, -3.34669, 0.21026], [-4.29472, -4.02887, -0.09055], [-4.61047, -1.69153, 0.29998], [-4.91986, -2.09594, -1.48371], [-3.22277, 0.67742, -2.17529], [-4.10501, 0.73714, -0.78374], [-4.67494, -0.19321, -2.17094]],
  "atomic_forces_ev_per_a": [[-0.916, 0.466, -0.284], [-0.203, -0.754, -0.150], [0.280, -0.004, -0.052], [-0.031, 0.095, -0.185], [0.334, -0.189, 0.240], [0.574, 0.499, 0.364], [-1.719, 2.468, -1.023], [1.422, -1.113, 1.076], [-0.237, -1.072, 0.277], [0.611, -0.748, 0.760], [0.132, -0.150, -0.013], [-0.325, 0.648, -1.195], [0.099, 2.204, 0.032], [1.266, -0.485, -0.059], [-0.230, -0.247, -0.252], [-0.768, -1.907, 0.505], [-0.094, 0.543, -0.229], [-0.438, -0.239, 0.066], [0.626, -1.521, 0.165], [0.037, 0.613, -0.315], [-0.732, 0.575, 0.701], [0.342, 0.303, -0.410], [-0.487, 0.280, -0.563], [0.257, -0.197, 0.432], [-1.368, 0.420, -1.062], [0.830, -0.190, 0.369], [0.435, 0.686, 0.121], [0.566, 0.216, 0.322], [-0.248, -0.706, 0.782], [-0.266, -0.250, -0.438], [-0.507, -0.806, -0.907], [0.406, -1.143, 0.968], [-0.003, -0.144, -0.541], [-0.563, 0.376, -0.359], [0.934, 1.653, 0.405], [-0.275, 0.046, 0.451], [0.211, -0.041, -0.574], [0.328, 0.787, -0.128], [-0.300, -0.207, 0.818], [0.484, -0.373, -0.396], [-0.543, 0.146, 0.120], [-0.291, -0.386, 0.319], [1.437, -1.225, 1.758], [0.505, -0.201, -1.203], [-0.327, 0.391, -0.253], [-1.059, 0.299, -0.375], [-0.086, 0.199, -1.232], [-0.462, 0.657, 1.379], [-1.164, -0.145, -1.391], [0.259, -1.038, -0.015], [-0.081, -0.063, -0.271], [0.164, 0.347, -0.128], [0.977, 0.296, 1.856], [-0.077, 0.448, -0.220], [-1.067, 0.025, 0.902], [0.082, -0.738, 0.633], [0.432, 0.874, 0.990], [-2.337, -1.578, 0.660], [1.928, -0.509, 0.426], [0.055, 1.136, 0.341], [-1.463, -0.346, -0.279], [-0.686, 0.340, 0.941], [0.531, -1.355, -0.073], [0.760, 1.280, -0.350], [-0.307, -0.231, 0.162], [0.006, -0.809, -0.839], [-0.229, -0.741, -0.150], [0.515, 0.578, -1.506], [0.124, -0.014, -0.303], [1.535, 0.722, -0.330], [-1.118, -0.140, 0.275], [-0.671, 0.760, -0.708], [0.706, 0.338, 0.334], [0.889, -0.397, -0.387], [0.836, 0.064, 0.098], [-0.136, 0.233, -0.717], [-0.558, 0.232, 0.114], [0.120, 0.093, -0.221], [0.898, -1.191, 0.305], [-1.670, 1.121, -1.458], [0.611, -0.036, 0.057], [0.029, -1.862, -0.111], [0.478, -0.004, -0.163], [0.946, 1.721, -1.406], [-0.121, -1.507, 0.064], [-0.675, 1.337, 0.845], [-1.094, -0.007, 0.019], [0.181, 1.038, 0.821], [-0.668, 0.272, -0.113], [-0.138, 0.114, 0.271], [-0.263, -0.679, -0.115], [0.385, -0.347, 0.763], [0.331, -0.331, -0.398], [-0.381, 0.880, 0.109], [-0.082, -0.136, 0.335], [-0.277, -0.304, 0.690], [-0.383, 0.078, -0.075], [-0.092, 0.333, 0.091], [0.522, 0.185, 0.090], [0.308, 0.704, 0.191], [0.944, -0.903, -0.538], [0.090, -0.296, -0.232], [1.961, -0.670, 0.718], [0.676, -0.882, 0.272], [-3.308, -0.086, 1.857], [-0.684, 0.024, 0.161], [0.907, 1.457, -0.049], [-1.361, -0.343, 0.151], [-0.268, -0.215, 0.116], [-0.057, 1.176, 1.222], [1.193, 0.310, -0.723], [-0.513, 0.045, -0.247], [-0.574, -0.001, -0.032], [-0.915, 0.943, -0.674], [0.220, 0.543, -1.087], [1.523, -0.507, -0.255], [0.021, 0.301, -0.658], [1.102, -0.294, -0.443], [-0.123, -0.020, -0.487], [0.656, -0.630, 0.339], [0.139, 0.067, -0.205], [-0.040, -0.046, -0.030], [0.322, -0.178, -0.057], [-0.622, 0.316, -0.175], [0.248, -0.518, -0.227], [-0.482, -0.904, 0.386], [-0.883, -0.051, -1.182], [0.285, 1.325, 1.189], [-1.872, -0.783, 0.329], [1.232, -0.891, 1.376], [0.169, 0.683, 0.256], [1.862, -0.126, -1.901], [-0.462, 0.469, -0.304], [0.149, -1.259, 0.399], [-0.630, 0.475, -1.686], [0.264, 0.465, 0.631], [0.079, 0.219, 0.097], [1.021, -0.446, -0.053], [-0.235, 0.291, -1.055], [0.285, -0.500, -0.641], [0.433, 0.369, -0.305], [-0.154, -0.555, -0.182], [-0.626, -0.328, -0.264], [-0.865, -0.061, -0.130], [-0.667, 0.507, 0.739], [-0.026, -0.190, 0.374], [0.705, 0.148, 0.281], [-0.019, 0.315, 0.514], [-0.063, -0.055, 0.384], [0.373, 0.057, 0.896], [0.451, 0.096, 0.709], [-0.923, 0.505, 0.459], [-0.192, -0.235, -1.272], [0.645, 0.925, 1.186], [-1.945, 0.813, 1.186], [0.234, -1.172, -0.057], [-0.220, -1.868, 1.011], [0.150, 1.554, 0.170], [0.224, 0.305, 1.601], [-0.311, 0.547, 0.368], [-0.475, -0.359, -0.667], [0.866, -0.082, -0.146], [-0.065, -0.475, -0.152], [0.348, -0.149, 0.583], [-0.303, -0.481, 0.311], [0.716, -0.558, -1.495], [0.849, -0.805, -0.825], [-0.410, 0.702, -1.150], [-0.201, 0.614, -0.057], [0.219, 0.237, 0.174], [0.143, 0.328, -0.452], [0.099, 0.178, -1.152], [-0.092, -0.481, -0.345], [0.081, -0.138, 0.104], [-0.148, 1.948, 0.923], [0.683, -0.103, 0.037], [-0.692, -1.883, -1.434], [0.050, -0.317, -0.037], [-0.447, -0.503, -0.710], [-0.004, 0.046, 1.671], [-0.164, 0.675, 0.770], [-0.471, -1.197, 0.816], [0.132, -0.404, -2.820], [0.411, -0.285, -0.502], [0.271, 0.267, -0.015], [-1.112, -0.897, 0.062], [0.265, 0.658, 0.091], [0.057, 0.181, 0.407], [-0.120, 0.425, 0.332], [0.250, 0.224, 0.257], [0.167, 0.510, 0.194], [-0.152, 0.487, -0.676], [0.722, -0.013, -0.424], [0.611, -0.666, -0.778], [-0.165, -0.024, -0.463], [-0.020, 1.232, 0.476], [0.390, 0.003, 1.229], [-0.365, -0.497, 0.616], [-0.841, 1.712, -1.019], [-0.282, -0.345, 0.296], [0.424, -0.408, -0.680], [0.136, 0.814, 1.548], [0.527, 0.763, 0.205], [0.848, 0.238, 0.263], [1.233, -1.077, -0.366], [-0.589, -1.540, 1.312], [-0.843, 1.440, -1.647], [0.677, -1.830, 1.039], [-0.188, 0.378, 0.104], [0.484, 0.054, -0.375], [-0.007, -0.101, 0.109], [0.098, 0.715, -0.104], [-0.404, 0.525, -0.240], [0.194, -1.414, 0.084], [-0.854, -0.864, -0.020], [-0.849, 0.212, -0.714], [0.010, -0.232, -0.298], [0.135, 0.213, -0.619], [-0.197, 0.372, 0.558], [1.119, 0.248, -0.620], [-0.474, 0.132, 1.229], [-0.312, 0.045, 0.102]],
  "multiplicity": 1,
  "total_energy_ha": -4140.97068,
  "relative_energy_kcal_mol": 60.3
}